Entry 1:
DFT (wB97M-V/def2-TZVPD) results for 9 unconnected molecules or ions with the total composition C30H38F4N4O13S.

Results
total energy = -3160.72160 Eh
E_LUMO = 0.4 eV
multiplicity = 1

CARTESIAN COORDINATES (ANGSTROEM)
C1 -22.7767 -9.2969 9.9801
S1 -23.0477 -8.7982 8.2228
O1 -23.6699 -10.0438 7.6819
C2 -24.3592 -7.6131 8.5725
H1 -22.0037 -10.0316 10.1545
H2 -23.7745 -9.6841 10.1741
H3 -22.4081 -8.4475 10.6216
H4 -24.0064 -6.6756 9.0565
H5 -25.1787 -8.0667 9.1602
H6 -24.7958 -7.3438 7.6411
C3 -19.1227 -11.8355 7.0098
C4 -19.8906 -10.6803 7.4964
O2 -18.8874 -9.6886 7.7429
C5 -17.6283 -10.3282 7.7175
O3 -16.6288 -9.8083 7.9909
O4 -17.7570 -11.5748 7.3903
F1 -20.4533 -10.8451 8.7966
H7 -19.2328 -11.7358 5.9367
H8 -19.4887 -12.8037 7.3391
H9 -20.7655 -10.2992 6.9262
C6 -14.7945 -5.6407 3.3538
C7 -16.1108 -5.8770 4.0268
O5 -16.6094 -4.5674 4.2274
C8 -15.5578 -3.7156 4.3326
O6 -15.6017 -2.5650 4.6365
O7 -14.4490 -4.2837 3.7176
F2 -16.0583 -6.4333 5.3171
H10 -14.8475 -5.6492 2.2683
H11 -13.9706 -6.2482 3.7582
H12 -16.9451 -6.4173 3.5176
C9 -17.0210 -6.5141 8.4610
C10 -17.8861 -7.2237 9.5083
O8 -19.1360 -6.8413 9.0931
C11 -19.1480 -5.7524 8.3552
O9 -20.1072 -5.1163 7.9718
O10 -17.8576 -5.4116 8.1061
F3 -17.6159 -6.7815 10.7615
H13 -16.9022 -7.1638 7.5872
H14 -16.0714 -6.1363 8.8787
H15 -17.7873 -8.2839 9.4882
C12 -21.1428 -7.3289 5.3170
C13 -20.1529 -6.5675 4.5294
O11 -19.4184 -7.5638 3.7823
C14 -19.9072 -8.7753 4.0351
O12 -19.4232 -9.8165 3.6898
O13 -20.9984 -8.6782 4.9259
F4 -19.2041 -6.0541 5.4003
H16 -22.1321 -7.0412 5.1037
H17 -21.0572 -7.2741 6.3841
H18 -20.4132 -5.7610 3.8585
N1 -16.0529 -2.9176 -0.5292
C15 -16.7047 -4.0679 -0.6972
C16 -17.3469 -4.3434 0.4850
C17 -17.1794 -3.2478 1.3715
C18 -16.3541 -2.3655 0.7202
H19 -15.4838 -2.4502 -1.1786
H20 -16.6410 -4.5803 -1.6491
H21 -17.9388 -5.2022 0.6780
H22 -17.6805 -3.0666 2.3316
H23 -15.9186 -1.4341 0.9999
N2 -20.9223 -3.3888 5.4121
C19 -20.2686 -2.9719 4.3017
C20 -21.1422 -3.1526 3.2917
C21 -22.3337 -3.7621 3.7246
C22 -22.1697 -3.8687 5.0884
H24 -20.5371 -3.4417 6.3814
H25 -19.2671 -2.6448 4.3486
H26 -20.8897 -2.8871 2.2702
H27 -23.2519 -4.1513 3.2214
H28 -22.8826 -4.1584 5.8134
N3 -20.5854 -10.0915 0.9467
C23 -21.8525 -10.5344 0.6302
C24 -22.0863 -10.3654 -0.6985
C25 -20.8727 -9.8428 -1.2537
C26 -19.9441 -9.6981 -0.2075
H29 -20.0548 -10.4831 1.7203
H30 -22.5082 -10.8938 1.3717
H31 -23.0479 -10.5957 -1.1619
H32 -20.6264 -9.5192 -2.2470
H33 -18.8780 -9.4834 -0.0735
N4 -22.8527 -7.9660 1.7944
C27 -23.0941 -6.6521 1.5671
C28 -24.1713 -6.2638 2.2734
C29 -24.6506 -7.4569 2.9492
C30 -23.8117 -8.4669 2.6315
H34 -22.0401 -8.4533 1.3953
H35 -22.4322 -6.1015 0.9101
H36 -24.5888 -5.3261 2.2876
H37 -25.4837 -7.4887 3.6071
H38 -23.8877 -9.5069 3.0470

***

Entry 2:
DFT (wB97M-V/def2-TZVPD) results for a molecular structure, C30H38N7O4PPtS.

Results
charge = +2
total energy = -2708.73080 Eh
E_LUMO (alpha / beta) = -6.3 / -6.3 eV
multiplicity = 1

CARTESIAN COORDINATES (ANGSTROEM)
Pt1 0.0242 -0.2884 -0.1550
N1 0.2581 -0.6306 2.3851
C1 -0.5691 -1.7212 2.7964
C2 -0.4885 -2.2837 4.0482
C3 -1.3695 -3.3006 4.4403
C4 -2.3406 -3.7543 3.5920
C5 -2.4370 -3.2337 2.2865
C6 -3.4024 -3.6688 1.3556
C7 -3.3950 -3.1602 0.0824
C8 -2.4164 -2.2182 -0.2543
N2 -1.5374 -1.7668 0.6050
C9 -1.5150 -2.2301 1.8703
H1 -0.1519 0.2541 2.6780
H2 1.1799 -0.7078 2.8077
H3 0.2325 -1.9194 4.7653
H4 -1.2903 -3.7089 5.4329
H5 -3.0396 -4.5080 3.9141
H6 -4.1433 -4.3907 1.6656
H7 -4.1134 -3.4609 -0.6622
H8 -2.3608 -1.8190 -1.2587
S1 -4.2931 4.7399 0.9759
C10 -3.1518 3.4486 0.7065
C11 -1.7680 3.5288 0.8769
C12 -0.9979 2.4110 0.6306
N3 -1.5006 1.2393 0.2409
C13 -2.8201 1.1640 0.0526
C14 -3.6705 2.2240 0.2668
C15 -3.3752 5.8772 2.0312
C16 -3.6084 5.8199 3.3979
C17 -2.9257 6.7217 4.2064
N4 -2.0832 7.6024 3.7156
C18 -1.8723 7.6726 2.4194
C19 -2.5063 6.8251 1.5144
H9 -1.2969 4.4450 1.1938
H10 0.0786 2.4678 0.7483
H11 -3.2151 0.2155 -0.2788
H12 -4.7326 2.1058 0.1206
H13 -4.3004 5.1070 3.8158
H14 -3.0608 6.7275 5.2786
H15 -1.1733 8.4280 2.0882
H16 -2.3296 6.9160 0.4534
C20 4.3676 1.4200 -0.2564
C21 3.4686 0.5048 0.5598
O1 3.3837 -0.7705 -0.0681
P1 1.9922 -1.4807 -0.4455
O2 1.8612 -2.7472 0.5063
C22 2.8906 -3.7448 0.6700
C23 3.7656 -3.4565 1.8739
O3 2.3863 -2.1776 -1.8327
C24 3.2804 -1.6007 -2.7938
C25 4.5930 -2.3615 -2.7835
H17 4.4707 2.3793 0.2438
H18 3.9500 1.5890 -1.2468
H19 5.3558 0.9768 -0.3657
H20 2.4515 0.9304 0.6538
H21 3.8955 0.3552 1.5570
H22 3.4893 -3.8011 -0.2410
H23 2.3543 -4.6846 0.8113
H24 4.3045 -2.5239 1.7360
H25 4.4826 -4.2643 1.9874
H26 3.1641 -3.3974 2.7773
H27 3.4507 -0.5466 -2.5622
H28 2.7872 -1.6748 -3.7677
H29 5.0613 -2.2714 -1.8066
H30 5.2562 -1.9528 -3.5387
H31 4.4156 -3.4123 -2.9982
C26 0.0202 1.8633 -4.8716
N5 -0.1366 0.4973 -4.4170
C27 -0.2475 -0.5456 -5.2604
C28 -0.3720 -1.8189 -4.8008
C29 -0.3890 -2.0159 -3.3906
N6 -0.3220 -0.9714 -2.5748
C30 -0.1505 0.2826 -3.0427
O4 0.0094 1.2231 -2.2667
N7 -0.4962 -3.2340 -2.8554
H32 -0.0637 1.9086 -5.9540
H33 0.9918 2.2477 -4.5572
H34 -0.7547 2.4774 -4.4137
H35 -0.2308 -0.3255 -6.3180
H36 -0.4319 -2.6509 -5.4805
H37 -0.5162 -4.0459 -3.4486
H38 -0.3118 -3.3504 -1.8711

***

Entry 3:
DFT (wB97M-V/def2-TZVPD) results for a molecular structure, C30H39AsN3O6PSSbV.

Results
charge = -1
total energy = -5941.81722 Eh
E_LUMO (alpha / beta) = 2.4 / 2.4 eV
multiplicity = 4

CARTESIAN COORDINATES (ANGSTROEM)
V1 -0.3006 -1.2048 -1.5518
O1 -3.7180 1.2960 -1.0821
As1 -2.4447 1.3869 -2.4100
O2 -0.3116 -1.2538 0.2756
O3 -0.8676 0.4354 -2.4658
C1 -3.2414 0.0793 -3.7379
C2 -3.8029 0.7671 -4.7629
C3 -4.6608 0.0914 -5.6289
C4 -4.8512 -1.2837 -5.5391
C5 -4.2005 -1.9605 -4.5488
C6 -3.4816 -1.2787 -3.5862
S1 -2.8701 -2.3352 -2.2604
O4 -2.7939 -1.5600 -0.9795
O5 -3.5101 -3.6490 -2.3158
O6 -1.2159 -2.5236 -2.6004
H1 -4.2032 0.4539 -1.2678
H2 -3.6815 1.8089 -4.8947
H3 -5.2693 0.6494 -6.3657
H4 -5.4089 -1.7351 -6.3429
H5 -4.2858 -3.0563 -4.4291
N1 4.8422 -4.4578 -1.6204
C7 3.9661 -3.7202 -1.3325
N2 2.9820 -3.0433 -0.7614
C8 2.2371 -2.3363 -1.4667
N3 1.4730 -1.5037 -1.8632
C9 -6.4937 0.8483 1.5124
C10 -6.8155 -0.3954 0.7838
C11 -7.2858 -1.5993 1.4573
Sb1 -1.7029 -1.0628 1.6506
C12 0.1038 -0.1432 2.7872
C13 0.1715 1.1548 2.0467
C14 -0.0515 0.0277 4.2629
C15 -1.5746 -3.1499 2.4546
C16 -2.6966 -3.2652 3.4698
C17 -1.5535 -4.2370 1.4101
H6 -6.7933 1.7260 0.8915
H7 -5.3827 0.9973 1.5925
H8 -6.9595 0.8925 2.5029
H9 -6.3590 -0.4184 -0.2206
H10 -7.8173 -1.2316 2.3651
H11 -6.4064 -2.2866 1.7425
H12 -7.9683 -2.0895 0.7789
H13 0.9161 -0.7756 2.4958
H14 -0.7726 1.6834 1.8981
H15 0.6009 1.0017 1.0605
H16 0.8596 1.8543 2.5378
H17 -0.9870 0.5878 4.5832
H18 0.7862 0.5622 4.7293
H19 -0.0370 -0.9676 4.7721
H20 -0.6386 -2.9898 3.0007
H21 -3.6938 -3.5068 3.0344
H22 -2.8201 -2.3587 4.1312
H23 -2.4347 -4.0596 4.1723
H24 -0.9184 -5.0899 1.7253
H25 -1.1608 -3.8475 0.4659
H26 -2.5294 -4.6050 1.2780
C18 7.5425 2.5385 -1.1225
P1 6.0331 1.4726 -1.0450
C19 5.6876 1.1320 0.7154
C20 4.3648 1.0945 1.2493
C21 4.2251 1.0454 2.6055
C22 5.3178 0.9139 3.4246
C23 6.6082 0.8228 2.9323
C24 6.7730 0.8588 1.5132
C25 4.7852 2.7994 -1.2817
C26 3.7509 2.6289 -2.2680
C27 2.8647 3.6577 -2.4462
C28 2.9605 4.9178 -1.8227
C29 4.0297 5.1188 -0.9392
C30 4.7916 3.9933 -0.5670
H27 7.5784 3.1284 -0.2528
H28 7.5014 3.1441 -1.9835
H29 8.4856 2.0216 -1.1425
H30 3.4554 1.0511 0.6641
H31 3.2337 1.1237 3.0929
H32 5.0897 0.8427 4.4795
H33 7.4508 0.6647 3.5767
H34 7.7564 0.6500 1.0204
H35 3.6825 1.6982 -2.8063
H36 2.0823 3.5137 -3.2022
H37 2.2084 5.6936 -2.0175
H38 4.3214 6.1067 -0.5019
H39 5.4535 4.0442 0.2910

***

Entry 4:
DFT (wB97M-V/def2-TZVPD) results for a molecular structure, C30H39AuN8O2S2.

Results
relative energy (zero: lowest compared OMol25 entry of this formula, charge and spin) = 0.0 kcal per mole
charge = +2
total energy = -2686.65159 Eh
E_LUMO = -6.4 eV
multiplicity = 1

CARTESIAN COORDINATES (ANGSTROEM)
Au1 -0.3952 0.6074 0.1501
C1 0.5480 -3.4873 -2.4846
N1 0.7928 -2.1209 -2.9388
C2 1.1098 -2.0609 -4.3678
C3 0.6610 -0.9771 -2.2251
N2 -0.2821 -0.8007 -1.2965
C4 -1.2111 -1.8202 -0.9096
C5 -2.1603 -2.2730 -1.7829
C6 -3.0398 -3.3085 -1.4157
C7 -2.9650 -3.8544 -0.1689
C8 -2.0206 -3.3846 0.7777
C9 -1.9733 -3.9489 2.0762
C10 -1.0912 -3.4872 3.0075
C11 -0.2195 -2.4321 2.6823
C12 -0.2082 -1.8889 1.4256
N3 0.6663 -0.7931 1.1462
C13 1.9859 -0.8298 1.3704
N4 2.6994 0.3043 1.5082
C14 4.0859 0.3841 1.0599
C15 2.2123 1.4923 2.2005
N5 2.6520 -1.9965 1.4614
C16 2.2685 -3.1915 0.7327
C17 3.7163 -2.1890 2.4448
C18 -1.1225 -2.3460 0.4221
N6 1.5285 0.0181 -2.5266
C19 1.2592 1.4400 -2.3873
C20 2.9135 -0.2831 -2.8875
H1 1.4412 -4.0808 -2.6903
H2 -0.2909 -3.9241 -3.0284
H3 0.3235 -3.5407 -1.4280
H4 2.0980 -2.4724 -4.5785
H5 1.0565 -1.0396 -4.7308
H6 0.3706 -2.6575 -4.9038
H7 -2.2078 -1.8494 -2.7767
H8 -3.7711 -3.6641 -2.1283
H9 -3.6372 -4.6502 0.1243
H10 -2.6655 -4.7441 2.3197
H11 -1.0718 -3.9066 4.0036
H12 0.4500 -2.0328 3.4349
H13 4.3169 -0.4437 0.3946
H14 4.7855 0.3775 1.8972
H15 4.2179 1.3218 0.5182
H16 1.3588 1.2455 2.8201
H17 1.9344 2.2886 1.5077
H18 3.0133 1.8609 2.8417
H19 1.6558 -2.9150 -0.1175
H20 1.7176 -3.8965 1.3590
H21 3.1750 -3.6762 0.3680
H22 3.7669 -1.3399 3.1199
H23 4.6848 -2.3298 1.9630
H24 3.4866 -3.0810 3.0292
H25 0.2001 1.6498 -2.4843
H26 1.7705 1.9627 -3.1958
H27 1.6354 1.8383 -1.4390
H28 3.1486 -1.3204 -2.6668
H29 3.5654 0.3568 -2.2911
H30 3.1143 -0.0846 -3.9409
O1 -0.7897 2.4051 4.2797
C21 -1.1910 3.6167 3.8263
C22 -1.3394 4.6149 4.7864
C23 -1.7709 5.8716 4.4234
C24 -2.0718 6.1664 3.0923
C25 -1.9301 5.1875 2.1392
C26 -1.4820 3.9006 2.4817
C27 -1.3400 2.9065 1.4169
O2 -0.6538 1.7963 1.7087
N7 -1.8450 3.1006 0.2485
N8 -1.6229 2.0381 -0.6339
C28 -2.3382 2.1322 -1.7179
S1 -2.2805 0.9821 -3.0178
C29 -3.7626 1.6299 -3.8487
C30 -3.7744 3.1292 -3.6525
S2 -3.4017 3.4823 -1.9117
H31 -0.7811 1.7823 3.5401
H32 -1.1160 4.3688 5.8152
H33 -1.8805 6.6343 5.1827
H34 -2.4107 7.1536 2.8135
H35 -2.1521 5.3950 1.1018
H36 -4.6366 1.1544 -3.4069
H37 -3.6895 1.3542 -4.8995
H38 -4.7582 3.5465 -3.8631
H39 -3.0355 3.6258 -4.2798

***

Entry 5:
DFT (wB97M-V/def2-TZVPD) results for a molecular structure, C30H39CoN11O2P2.

Results
charge = +2
total energy = -3984.50927 Eh
E_LUMO (alpha / beta) = -4.6 / -5.1 eV
multiplicity = 4

CARTESIAN COORDINATES (ANGSTROEM)
Co1 0.0618 1.4158 -1.2313
C1 0.3173 1.0741 4.5084
N1 0.3814 1.5069 3.1027
C2 -0.0565 0.9072 1.9983
N2 0.2401 1.6461 0.9376
C3 0.8832 2.7202 1.4812
N3 0.9860 2.6677 2.7844
C4 1.2184 -0.0968 4.8119
C5 2.2798 0.0224 5.6991
C6 3.0697 -1.0834 5.9954
C7 2.8193 -2.3093 5.4025
C8 1.7612 -2.4286 4.5057
C9 0.9621 -1.3278 4.2283
C10 1.4708 -3.6946 3.8371
N4 2.0422 -4.8399 3.9395
N5 1.3911 -5.6848 3.0447
C11 0.4841 -4.9770 2.4736
O1 0.4663 -3.6975 2.9242
C12 -0.4472 -5.3235 1.4031
C13 -0.4888 -6.6121 0.8756
C14 -1.3345 -6.8860 -0.1851
C15 -2.1213 -5.8823 -0.7408
C16 -2.0863 -4.6031 -0.2084
C17 -2.8795 -3.4721 -0.8126
N6 -1.9783 -2.3798 -1.2118
C18 -1.8712 -1.1507 -0.7201
N7 -0.8246 -0.5362 -1.2631
C19 -0.3248 -1.4895 -2.1044
N8 -0.9923 -2.6105 -2.0985
C20 -1.2605 -4.3333 0.8715
H1 -0.7209 0.8346 4.7388
H2 0.6030 1.9493 5.0847
H3 -0.5695 -0.0390 1.9857
H4 1.2687 3.5404 0.8993
H5 2.4900 0.9759 6.1678
H6 3.8885 -0.9837 6.6946
H7 3.4296 -3.1745 5.6244
H8 0.1152 -1.4583 3.5670
H9 0.1463 -7.3797 1.2970
H10 -1.3702 -7.8848 -0.5976
H11 -2.7564 -6.1016 -1.5902
H12 -3.5810 -3.0433 -0.0959
H13 -3.4318 -3.7944 -1.6925
H14 -2.5397 -0.7461 0.0232
H15 0.5468 -1.3432 -2.7182
H16 -1.2242 -3.3357 1.2941
C21 0.3721 3.1774 -4.4624
P1 0.2140 1.5150 -3.7335
C22 -0.9221 0.6873 -4.8929
C23 1.8393 0.7526 -4.1498
C24 2.9381 1.1765 -3.1698
P2 2.4486 0.9770 -1.4066
C25 3.5477 2.1629 -0.5686
C26 3.1283 -0.6285 -0.8805
H17 0.6693 3.1018 -5.5089
H18 1.1038 3.7675 -3.9123
H19 -0.5866 3.6949 -4.4071
H20 -0.5181 0.7211 -5.9054
H21 -1.8861 1.1964 -4.8832
H22 -1.0807 -0.3528 -4.6088
H23 2.1055 1.0369 -5.1704
H24 1.7220 -0.3339 -4.1578
H25 3.1691 2.2368 -3.3022
H26 3.8619 0.6259 -3.3567
H27 4.5765 2.0076 -0.8967
H28 3.4995 2.0238 0.5113
H29 3.2466 3.1829 -0.8074
H30 4.1920 -0.6820 -1.1149
H31 2.6155 -1.4631 -1.3578
H32 3.0008 -0.7243 0.1991
C27 -4.1624 5.5875 -0.6654
N9 -3.0127 4.7154 -0.8502
C28 -1.6604 5.1657 -1.1324
C29 -0.9406 3.8401 -1.1798
O2 0.2647 3.6514 -1.3770
N10 -1.7996 2.8142 -0.9797
C30 -3.0130 3.3833 -0.8060
N11 -4.1194 2.6724 -0.6139
H33 -3.8047 6.5978 -0.4876
H34 -4.7363 5.2834 0.2103
H35 -4.8052 5.5965 -1.5465
H36 -1.2615 5.8192 -0.3551
H37 -1.5895 5.6787 -2.0942
H38 -4.0594 1.6708 -0.5951
H39 -5.0206 3.1063 -0.5153